Entry 1:
Density functional theory data (the ωB97M-V functional and the def2-TZVPD basis) for 2 unconnected molecules or ions with the total composition C3H10O3 at a distorted geometry.

Calculated values
Energy relative to the best compared isomer or geometry (same formula, charge and spin) in kcal/mol: 46.2
LUMO in eV: 0.50
Gap between HOMO and LUMO in eV: 11.0
Net charge: 0
Electronic energy in eV: -9413.5300

Last column: natural (NBO) charge in e.
Element x y z (Å)
O -2.2565 0.1449 1.5853  -0.74
C -1.4047 -0.3740 0.4722  -0.05
C -0.6202 0.7950 -0.2485  -0.47
C 0.7384 0.6923 -0.8136  -0.09
O 0.5580 0.7760 -2.2828  -0.73
H -1.8800 0.9189 2.1027  0.47
H -2.1305 -0.6344 -0.3532  0.19
H -0.7123 -1.1962 0.7358  0.15
H -0.7197 1.6595 0.4450  0.20
H -1.4222 1.1031 -0.9838  0.24
H 1.1510 -0.2603 -0.7025  0.16
H 1.2964 1.6415 -0.4368  0.20
H 0.7042 -0.1312 -2.5946  0.46
O 2.4604 -1.8779 1.3169  -0.93
H 1.4573 -1.8738 1.2132  0.47
H 2.7803 -1.3834 0.5446  0.47

Entry 2:
Density functional theory data (the ωB97M-V functional and the def2-TZVPD basis) for a molecular structure, C26H34ClF5GdN3O5 at a distorted geometry.

Calculated values
Energy relative to the best compared isomer or geometry (same formula, charge and spin) in kcal/mol: 141.7
LUMO (spin up / spin down) in eV: 0.09 / 0.09
Gap between HOMO and LUMO (spin up / spin down) in eV: 6.4 / 6.4
Net charge: 0
Electronic energy in eV: -89162.2935
Multiplicity: 8

Last column: Mulliken spin population.
Element x y z (Å)
O 0.3266 -0.4678 -1.6191  -0.10
C -0.4875 -0.3093 -2.7458  -0.01
C -0.2365 1.0152 -3.4284  -0.01
C 0.4267 2.0472 -2.7733  0.00
H 0.7951 1.8633 -1.7752  0.00
C 0.6230 3.2743 -3.3903  0.00
H 1.1304 4.0709 -2.8593  0.00
C 0.1693 3.4846 -4.6856  0.00
H 0.3201 4.4411 -5.1700  0.00
C -0.4748 2.4536 -5.3579  0.00
H -0.8243 2.6035 -6.3715  0.00
C -0.6759 1.2324 -4.7309  0.00
H -1.1827 0.4317 -5.2557  0.00
H -0.2708 -1.0939 -3.4793  0.00
C -2.2594 -1.9393 -2.0407  -0.01
C -1.9306 -0.5048 -2.2996  0.02
H -3.3148 -2.1702 -2.1588  0.00
H -1.9478 -2.2244 -1.0374  0.00
H -1.7015 -2.5817 -2.7265  0.00
C -2.7624 0.5254 -2.1309  0.00
C -4.1762 0.4910 -1.6579  0.00
H -2.3940 1.5147 -2.3803  0.00
H -4.8829 0.8779 -2.3868  0.00
H -4.2952 1.0771 -0.7432  0.00
H -4.4826 -0.5277 -1.4059  0.00
Gd -0.1381 -0.5663 0.1948  7.22
Cl -2.4357 -0.3675 -0.0307  -0.05
C -1.2190 -0.3285 2.9028  0.00
O -0.3520 -0.9321 2.2501  -0.02
N -1.3690 -0.4591 4.2236  0.00
C -0.8390 -1.6041 4.9351  0.00
C -2.0547 0.5523 4.9981  0.00
H -1.9167 0.3544 2.4208  0.00
H -0.2761 -2.2162 4.2410  0.00
H -1.6501 -2.1931 5.3642  0.00
H -0.1837 -1.2758 5.7419  0.00
H -2.2510 1.4203 4.3768  0.00
H -1.4459 0.8627 5.8479  0.00
H -3.0040 0.1700 5.3748  0.00
H 4.6758 1.3126 -1.8446  0.00
H 4.5604 1.6537 0.8569  0.00
C 3.6018 1.2009 -1.7035  0.00
C 3.5069 1.3947 0.7528  0.00
N 3.3260 0.5716 -0.4301  0.00
H 3.2023 0.5978 -2.5142  0.00
C 2.7212 -0.6063 -0.3667  0.00
O 1.9215 -0.9641 0.5156  -0.01
H 3.1567 0.8581 1.6253  0.00
H 3.0071 -1.2935 -1.1741  0.00
H 3.1356 2.1859 -1.7335  0.00
H 2.9171 2.3017 0.6486  0.00
H -0.2335 -5.9509 0.7362  0.00
H 1.9629 -6.1160 -0.8846  0.00
C -0.6014 -5.4152 -0.1395  0.00
C 1.4503 -5.3975 -1.5236  0.00
N 0.4676 -4.6609 -0.7582  0.00
H -1.3967 -4.7425 0.1631  0.00
C 0.4913 -3.3294 -0.6923  0.00
O -0.2748 -2.6633 0.0246  -0.02
H 2.1708 -4.7004 -1.9339  0.00
H 1.2243 -2.8437 -1.3344  0.00
H -1.0167 -6.1323 -0.8460  0.00
H 0.9665 -5.9399 -2.3373  0.00
F 1.2934 4.3248 5.3831  0.00
C 1.0130 3.6585 4.2347  0.00
C 0.3751 4.3083 3.1769  0.00
F 0.0326 5.6144 3.3065  0.00
C 0.0842 3.6177 1.9907  0.00
F -0.5429 4.2698 0.9816  0.00
C 0.4201 2.2610 1.8431  0.00
O 0.0822 1.6481 0.6616  -0.04
C 1.0820 1.6221 2.9318  0.00
F 1.4914 0.3380 2.9104  0.00
C 1.3677 2.3211 4.1085  0.00
F 1.9983 1.6905 5.1329  0.00

Entry 3:
Density functional theory data (the ωB97M-V functional and the def2-TZVPD basis) for C5H9N3 in the gas phase at a distorted geometry.

Calculated values
Energy relative to the best compared isomer or geometry (same formula, charge and spin) in kcal/mol: 55.8
LUMO in eV: 0.79
Gap between HOMO and LUMO in eV: 9.9
Net charge: 0
Electronic energy in eV: -9799.0474

Last column: natural (NBO) charge in e.
Element x y z (Å)
C 0.9067 -0.1945 -1.9579  -0.63
C -0.4553 0.2877 -1.4641  -0.21
N -0.1852 0.7609 -0.0084  -0.16
N 0.3509 1.9220 0.2581  -0.09
N 0.7157 1.9739 1.4688  -0.24
C 0.2729 0.8686 2.0648  -0.14
C -0.2551 0.0054 1.1196  0.07
C -0.8164 -1.2864 1.2651  -0.64
H 1.6918 0.5862 -2.1340  0.23
H 0.6013 -0.6403 -2.9402  0.22
H 1.3572 -0.7607 -1.1880  0.22
H -1.2426 -0.5198 -1.3126  0.21
H -0.7963 1.2033 -2.1366  0.24
H 0.6624 0.8686 3.0539  0.22
H -0.0578 -2.0473 0.9138  0.22
H -1.1060 -1.5728 2.4040  0.25
H -1.6441 -1.4547 0.5938  0.22

Entry 4:
Density functional theory data (the ωB97M-V functional and the def2-TZVPD basis) for 2 unconnected molecules or ions with the total composition C3H8O2 at a distorted geometry.

Calculated values
Energy relative to the best compared isomer or geometry (same formula, charge and spin) in kcal/mol: 59.7
LUMO in eV: 0.58
Gap between HOMO and LUMO in eV: 9.3
Net charge: 0
Electronic energy in eV: -7333.4607

Last column: natural (NBO) charge in e.
Element x y z (Å)
C 0.4246 1.3131 1.0193  -0.57
C -0.0146 0.0297 0.7122  0.35
C 0.9894 -1.1898 0.7037  -0.69
O -1.2838 -0.3720 0.4264  -0.71
H 1.4011 1.6921 0.5943  0.21
H -0.3029 2.0112 1.5497  0.22
H 1.7837 -1.0807 1.3422  0.21
H 1.4444 -1.4546 -0.2280  0.21
H 0.5157 -2.1068 1.0374  0.23
H -1.2676 -0.0023 -0.4802  0.51
O -0.2857 0.2796 -2.1580  -0.93
H 0.2857 0.8566 -1.7857  0.47
H 0.3003 -0.0943 -2.7885  0.47

Entry 5:
Density functional theory data (the ωB97M-V functional and the def2-TZVPD basis) for 2 unconnected molecules or ions with the total composition C6H16NO at a distorted geometry.

Calculated values
Energy relative to the best compared isomer or geometry (same formula, charge and spin) in kcal/mol: 75.3
LUMO in eV: -3.30
Gap between HOMO and LUMO in eV: 9.1
Net charge: +1
Electronic energy in eV: -10010.0462

Last column: natural (NBO) charge in e.
Element x y z (Å)
C -1.4136 -1.7358 -1.7933  -0.70
C -0.8326 -0.9828 -0.5721  -0.03
C -0.7321 0.6026 -0.5538  -0.45
C 0.6677 0.8691 -0.9871  -0.24
C 1.6232 1.4771 -0.1932  -0.13
C 2.9371 1.9995 -0.8675  -0.66
N -1.6048 -1.4498 0.7110  -0.75
H -0.9734 -1.3536 -2.6772  0.26
H -1.2098 -2.8340 -1.7535  0.23
H -2.3946 -1.6682 -2.3050  0.26
H 0.2713 -1.3706 -0.5950  0.25
H -1.0357 1.0630 0.4699  0.22
H -1.3920 0.9864 -1.2922  0.24
H 0.9858 0.6740 -1.9153  0.20
H 1.2904 1.8065 0.8435  0.20
H 3.2556 2.9739 -0.3729  0.24
H 2.8932 2.1340 -1.9722  0.23
H 3.7382 1.3198 -0.8777  0.23
H -1.0916 -1.3138 1.6087  0.47
H -1.7282 -2.5179 0.5791  0.46
H -2.3477 -0.7782 1.0625  0.46
H 0.2277 -0.6013 4.1684  0.50
H -0.7579 0.4117 3.7844  0.49
O -0.2493 -0.2703 3.2587  -0.98

Entry 6:
Density functional theory data (the ωB97M-V functional and the def2-TZVPD basis) for 2 unconnected molecules or ions with the total composition C3H11NO at a distorted geometry.

Calculated values
Energy relative to the best compared isomer or geometry (same formula, charge and spin) in kcal/mol: 54.3
LUMO in eV: 0.88
Gap between HOMO and LUMO in eV: 9.8
Net charge: 0
Electronic energy in eV: -6824.8887

Last column: natural (NBO) charge in e.
Element x y z (Å)
N -0.6897 1.1340 -1.6807  -0.97
C 0.6404 1.0818 -2.5278  0.07
O 0.8067 0.1531 -3.6308  -0.71
H -1.1580 2.1073 -1.5653  0.39
H -1.1502 0.2118 -1.4194  0.40
H 0.9184 2.2337 -2.6729  0.16
H 1.2370 0.8089 -1.6151  0.18
H 0.5719 0.6269 -4.4491  0.47
C -0.4067 -1.7590 2.2842  -0.61
C 0.0635 -0.2954 2.4803  -0.61
H -1.2886 -1.8130 1.7061  0.20
H -0.6437 -2.1048 3.3291  0.20
H 0.3950 -2.4723 2.0149  0.21
H 1.0185 -0.3508 3.1255  0.20
H 0.3620 0.1755 1.4940  0.21
H -0.6765 0.2622 3.1270  0.21